{
  "formula": "C14H11Cl40IN3",
  "method": "ωB97M-V with the def2-TZVPD basis set",
  "species": ["N", "C", "N", "N", "C", "C", "C", "I", "H", "H", "H", "H", "H", "H", "H", "H", "H", "H", "H", "C", "Cl", "Cl", "Cl", "Cl", "C", "Cl", "Cl", "Cl", "Cl", "C", "Cl", "Cl", "Cl", "Cl", "C", "Cl", "Cl", "Cl", "Cl", "C", "Cl", "Cl", "Cl", "Cl", "C", "Cl", "Cl", "Cl", "Cl", "C", "Cl", "Cl", "Cl", "Cl", "C", "Cl", "Cl", "Cl", "Cl", "C", "Cl", "Cl", "Cl", "Cl", "C", "Cl", "Cl", "Cl", "Cl"],
  "positions_angstrom": [[4.33741, 2.61440, 1.53415], [3.88548, 3.89823, 1.21950], [4.68143, 4.71320, 0.47128], [2.66707, 4.29415, 1.73428], [1.95715, 5.42803, 1.11235], [0.77643, 5.01130, 0.19577], [0.24240, 3.58635, 0.37305], [1.41375, 2.11669, -0.65134], [4.43257, 2.04649, 0.68857], [3.66201, 2.18179, 2.16440], [4.87885, 4.47356, -0.49115], [5.15067, 5.51723, 0.85698], [2.64569, 4.35214, 2.75163], [1.52450, 6.00821, 1.93392], [2.61024, 6.10640, 0.56366], [1.03183, 5.17663, -0.85716], [-0.04886, 5.70079, 0.42262], [0.10500, 3.29280, 1.41267], [-0.74891, 3.54058, -0.08934], [-0.99993, -1.63998, 1.51448], [0.73478, -1.89877, 1.78567], [-1.32930, -1.35027, -0.19813], [-1.87141, -3.09173, 2.00634], [-1.55109, -0.26189, 2.48211], [1.46461, 0.80888, 5.68146], [1.86777, 0.22482, 4.05072], [1.84220, 2.54546, 5.80889], [-0.24976, 0.57126, 5.98321], [2.42129, -0.07813, 6.86000], [-4.83496, -0.69316, -2.02310], [-6.12618, -1.24657, -3.08563], [-3.27249, -0.87807, -2.84450], [-5.08360, 1.01005, -1.61983], [-4.82858, -1.65245, -0.54216], [-7.47572, -3.85625, -5.67122], [-8.14389, -4.50458, -7.16538], [-8.59046, -2.67040, -4.93906], [-7.22881, -5.17700, -4.52431], [-5.93044, -3.07510, -6.01954], [-7.23500, -1.84530, 2.71561], [-5.47571, -2.05644, 2.79760], [-7.72236, -1.54122, 1.04539], [-8.02401, -3.31005, 3.30350], [-7.70312, -0.47426, 3.72608], [5.77607, -2.39974, 7.75858], [6.17639, -1.24555, 6.47292], [5.32660, -3.94616, 7.03932], [7.17130, -2.61378, 8.81153], [4.41617, -1.77019, 8.70077], [8.50697, 1.60623, 1.86285], [8.13001, 1.04227, 3.49235], [10.16669, 2.19119, 1.80182], [8.29439, 0.28351, 0.71275], [7.39555, 2.92606, 1.43559], [1.91859, -1.20592, -3.26657], [2.24561, -2.54858, -4.35394], [0.18214, -0.94755, -3.10041], [2.55242, -1.54405, -1.65946], [2.69129, 0.27009, -3.86360], [-11.16316, -1.30161, -8.70463], [-11.06824, -2.53284, -9.97025], [-12.85705, -0.98928, -8.31152], [-10.31466, -1.87819, -7.26390], [-10.40530, 0.18934, -9.27603], [4.90662, -5.45582, -3.08478], [6.63568, -5.55899, -2.73829], [4.66127, -5.35528, -4.83371], [4.08975, -6.88860, -2.45645], [4.23174, -4.00987, -2.32017]],
  "forces_ev_per_a": [[-1.954, 1.921, -0.350], [0.249, -1.479, 1.112], [-0.927, -0.715, -1.010], [2.206, 1.153, -0.165], [-0.756, 0.633, 0.241], [0.072, -0.228, 0.019], [-0.531, 0.553, -0.182], [-0.079, -0.036, 0.100], [0.788, 0.013, 0.279], [-0.036, -0.329, -0.350], [0.513, -0.222, 0.272], [-0.606, 0.271, 0.062], [-0.409, -0.886, -0.068], [0.230, -0.110, -0.059], [0.164, -0.241, 0.170], [-0.019, -0.099, 0.206], [0.163, -0.144, -0.077], [0.295, -0.095, -0.040], [0.304, -0.162, -0.020], [-0.125, -0.131, -0.103], [-0.102, -0.004, -0.211], [0.240, 0.104, 0.397], [-0.043, -0.009, 0.108], [0.050, -0.027, -0.101], [0.097, -0.012, 0.061], [-0.022, 0.215, 0.110], [0.024, -0.031, -0.104], [-0.016, -0.011, -0.035], [-0.056, 0.076, -0.127], [-0.018, -0.076, 0.110], [0.066, 0.072, 0.112], [-0.057, 0.016, -0.181], [0.017, -0.001, 0.001], [0.121, 0.035, -0.173], [0.028, -0.086, 0.070], [-0.041, 0.031, 0.068], [0.286, -0.242, 0.052], [0.025, 0.046, 0.025], [-0.041, 0.005, -0.029], [-0.074, -0.009, 0.001], [-0.004, 0.005, -0.007], [-0.139, -0.006, 0.169], [0.025, 0.028, -0.013], [0.020, -0.014, -0.016], [0.024, -0.021, -0.031], [-0.024, -0.010, 0.007], [0.000, 0.042, 0.004], [-0.028, 0.014, -0.018], [0.080, -0.069, 0.115], [0.139, -0.079, 0.018], [-0.011, 0.018, -0.019], [-0.084, -0.014, 0.000], [-0.018, 0.035, 0.018], [0.201, 0.056, -0.030], [-0.093, -0.005, -0.103], [-0.244, 0.315, -0.112], [-0.041, 0.069, -0.351], [0.095, 0.034, 0.436], [-0.020, 0.026, -0.137], [-0.033, -0.019, 0.001], [0.002, 0.021, 0.024], [0.038, -0.008, -0.008], [-0.258, 0.224, -0.300], [-0.009, -0.021, 0.009], [0.043, -0.053, 0.032], [-0.038, 0.008, -0.013], [-0.002, 0.010, 0.023], [0.015, 0.037, -0.015], [0.336, -0.377, 0.123]],
  "nbo_charge": [-0.75, 0.78, -0.87, -0.59, -0.24, -0.44, -0.52, 0.07, 0.44, 0.41, 0.44, 0.45, 0.44, 0.22, 0.23, 0.23, 0.24, 0.23, 0.25, -0.22, 0.04, 0.06, 0.07, 0.05, -0.23, 0.03, 0.02, 0.08, 0.08, -0.22, 0.07, 0.03, 0.05, 0.06, -0.22, 0.08, 0.05, 0.06, 0.06, -0.23, 0.04, 0.06, 0.07, 0.06, -0.23, 0.04, 0.07, 0.08, 0.05, -0.23, 0.06, 0.08, 0.07, 0.01, -0.23, 0.09, 0.06, 0.04, 0.05, -0.23, 0.05, 0.06, 0.05, 0.05, -0.23, 0.06, 0.05, 0.06, 0.04],
  "homo_lumo_gap_ev": 7.70,
  "e_homo_ha": -0.445,
  "energy_ev": -528154.199,
  "total_charge": 1
}